Density functional theory data (ωB97M-V/def2-TZVPD) for a gas-phase ion, C10H14NOS (charge +1) in a non-equilibrium geometry.

ORCA input file:
```
! wB97M-V def2-TZVPD RIJCOSX def2/J DEFGRID3
* xyz 1 1
C 3.738 1.177 0.276
C 2.578 0.731 -0.364
C 3.617 1.132 1.649
C 1.505 0.338 0.457
C -2.071 -0.294 0.975
C -1.671 -1.652 0.717
C -2.247 0.147 -3.199
C -0.274 0.224 -1.310
C 0.265 -0.048 0.161
C -0.624 -0.592 1.160
N -0.125 -0.817 2.537
O -1.416 -0.431 -1.881
S 2.102 0.367 2.218
H 4.480 1.814 -0.106
H 2.510 0.740 -1.502
H 4.351 1.454 2.389
H -2.518 0.301 0.153
H -2.726 -0.180 1.871
H -1.820 -2.478 1.424
H -1.425 -2.007 -0.324
H -2.847 -0.658 -3.656
H -1.465 0.460 -3.868
H -0.603 1.351 -1.250
H 0.642 0.062 -1.933
H -0.286 -1.807 3.065
H -0.623 -0.161 3.188
H -3.050 0.828 -2.845
*
```

energy above the lowest of the compared OMol25 structures with the same formula, charge and spin: 2.597 eV


Density functional theory data (ωB97M-V/def2-TZVPD) for a molecular structure, C25H31HfIN6O2.

ORCA input file:
```
! wB97M-V def2-TZVPD RIJCOSX def2/J DEFGRID3
* xyz 2 1
Hf 0.520 -0.205 -0.092
C 3.066 -2.358 0.899
C 3.071 -1.208 1.876
N 1.712 -0.631 1.969
C 0.818 -1.409 2.868
C -0.110 -2.344 2.130
C -0.964 -3.206 2.790
C -1.794 -4.026 2.033
C -1.747 -3.967 0.645
C -0.866 -3.073 0.064
C -0.763 -2.915 -1.438
N 0.196 -1.855 -1.860
C 1.428 -2.417 -2.454
C 2.271 -2.972 -1.334
N 2.577 -1.872 -0.402
N -0.082 -2.282 0.794
H 2.391 -3.144 1.241
H 4.061 -2.805 0.822
H 3.750 -0.420 1.544
H 3.422 -1.532 2.858
H 1.775 0.298 2.380
H 0.224 -0.699 3.444
H 1.416 -1.987 3.579
H -0.981 -3.239 3.871
H -2.475 -4.707 2.525
H -2.378 -4.594 0.031
H -1.748 -2.681 -1.836
H -0.460 -3.871 -1.876
H -0.279 -1.292 -2.559
H 1.955 -1.608 -2.967
H 1.196 -3.184 -3.196
H 3.178 -3.445 -1.717
H 1.722 -3.740 -0.786
H 3.329 -1.342 -0.833
I 3.092 1.355 -0.776
C 2.157 2.921 -1.774
C 2.903 3.949 -2.263
C 2.238 5.025 -2.888
C 0.876 5.034 -2.957
C 0.107 3.968 -2.426
C -1.309 4.025 -2.452
C -2.039 3.017 -1.899
C -1.339 1.918 -1.372
C 0.015 1.725 -1.322
C 0.747 2.845 -1.840
H 3.981 3.960 -2.177
H 2.818 5.843 -3.291
H 0.357 5.867 -3.412
H -1.795 4.882 -2.900
H -3.122 3.056 -1.884
H -2.978 0.693 -1.392
C -2.337 1.610 2.959
C -1.871 1.222 1.585
N -0.537 0.885 1.407
O 0.281 1.538 2.392
C -2.735 1.203 0.557
C -4.210 1.465 0.596
N -2.186 0.848 -0.764
O -1.484 -0.343 -0.730
H -2.196 2.677 3.147
H -1.790 1.067 3.727
H -3.399 1.407 3.074
H 0.161 2.488 2.265
H -4.701 0.890 1.381
H -4.690 1.176 -0.343
H -4.444 2.519 0.759
*
```

energy above the lowest of the compared OMol25 structures with the same formula, charge and spin: 0.466 eV


Density functional theory data (ωB97M-V/def2-TZVPD) for a single C2H4O2 molecule in a non-equilibrium geometry.

ORCA input file:
```
! wB97M-V def2-TZVPD RIJCOSX def2/J DEFGRID3
* xyz 0 3
C -0.610 -0.269 0.075
C 0.821 0.127 0.062
O -1.587 0.639 0.120
O -1.218 0.124 -1.130
H -0.990 -1.200 0.534
H 1.370 -0.737 -0.193
H 1.131 0.273 1.025
H 1.083 1.044 -0.494
*
```

⟨S²⟩: 2.011
energy above the lowest of the compared OMol25 structures with the same formula, charge and spin: 3.604 eV


Density functional theory data (ωB97M-V/def2-TZVPD) for a molecular structure, C5H13N2O in a non-equilibrium geometry.

ORCA input file:
```
! wB97M-V def2-TZVPD RIJCOSX def2/J DEFGRID3
* xyz 1 1
C 1.450 -0.743 -1.621
O -0.137 -2.653 1.059
C 0.667 -0.809 -0.567
C 0.069 0.381 0.334
C 0.795 1.625 0.266
C 0.234 2.593 -0.611
N 0.233 2.358 -2.019
N -2.250 -1.590 2.043
H 1.620 0.250 -1.976
H 1.825 -1.575 -2.190
H 0.430 -3.442 1.020
H 0.319 -1.794 -0.018
H -0.934 0.423 -0.093
H -0.025 -0.019 1.344
H 1.698 1.680 0.863
H -0.641 3.212 -0.384
H -0.037 3.200 -2.533
H 1.187 2.421 -1.649
H -1.341 -1.408 2.440
H -2.194 -2.461 1.548
H -2.968 -1.650 2.745
*
```

energy above the lowest of the compared OMol25 structures with the same formula, charge and spin: 11.783 eV


Density functional theory data (ωB97M-V/def2-TZVPD) for 5 unconnected molecules or ions with the total composition C4H18O4 in a non-equilibrium geometry.

ORCA input file:
```
! wB97M-V def2-TZVPD RIJCOSX def2/J DEFGRID3
* xyz 0 1
C 0.712 5.314 -1.364
C 1.769 4.198 -0.998
C 1.391 3.043 -0.031
C 1.297 1.721 -0.823
H -0.080 5.406 -0.559
H 0.294 4.949 -2.313
H 1.126 6.316 -1.337
H 2.545 4.814 -0.526
H 2.240 3.767 -1.864
H 2.182 2.918 0.717
H 0.589 3.401 0.577
H 2.146 1.145 -0.448
H 1.347 1.772 -1.905
H 0.375 1.154 -0.490
O -3.576 -5.083 1.860
H -3.371 -4.180 1.578
H -3.691 -4.915 2.802
O 1.453 -2.935 1.659
H 1.360 -2.284 2.361
H 0.821 -2.584 1.018
O -3.151 -2.548 -0.630
H -3.180 -3.100 -1.423
H -3.684 -1.773 -0.857
O -0.054 -6.839 0.693
H -0.871 -7.344 0.787
H 0.011 -6.331 1.514
*
```

SMILES: CCCC.O.O.O.O
energy above the lowest of the compared OMol25 structures with the same formula, charge and spin: 1.395 eV


Density functional theory data (ωB97M-V/def2-TZVPD) for a molecular structure, C2H5N5O in a non-equilibrium geometry.

ORCA input file:
```
! wB97M-V def2-TZVPD RIJCOSX def2/J DEFGRID3
* xyz 0 1
C 2.922 0.354 -0.283
C -0.222 -0.478 -0.268
H 2.586 1.140 -1.001
H 3.733 0.886 0.415
H 3.415 -0.402 -1.343
H 2.278 -0.518 1.448
H 0.510 1.521 0.265
N 1.820 -0.063 0.614
N 0.894 -1.106 0.132
N -0.416 0.992 -0.340
N -1.884 1.126 0.215
N -2.626 -0.006 0.203
O -1.656 -1.060 -0.280
*
```

energy above the lowest of the compared OMol25 structures with the same formula, charge and spin: 7.895 eV


Here are the calculated E numbers, same order: -24958.5414, -48858.9320, -6225.1433, -10406.4126, -12628.9753, -11644.6500 (eV).